67
Properties=species:S:1:pos:R:3:forces:R:3:nbo_charge:R:1 method="wB97M-V/def2-TZVPD" smiles="CS(=O)(=O)c1cnc2cc(I)ccc2n1.CCOS(C)(=O)=O.CCOS(C)(=O)=O.CCOS(C)(=O)=O" homo_ev=-9.25 e_tot_ev=-96111.0918 spin_multiplicity=1 lumo_energy_ev=-1.0 orbital_gap_ev=8.241
C 1.192 1.865 -0.826 0.3 -1.6 0.0 -0.863
S -0.323 1.158 -1.503 -0.2 2.2 -0.2 2.137
O -0.433 1.534 -2.891 0.5 -0.6 -0.2 -0.940
O -1.426 1.634 -0.691 0.3 -1.0 0.4 -0.950
C -0.075 -0.625 -1.362 0.2 -0.2 0.1 -0.112
C -1.196 -1.492 -1.236 -1.1 0.5 0.1 0.024
N -1.119 -2.795 -1.092 1.2 1.1 -0.2 -0.341
C 0.179 -3.222 -1.074 0.1 -1.3 0.1 0.203
C 0.425 -4.617 -0.886 -0.1 -0.5 0.1 -0.256
C 1.693 -5.120 -0.844 0.8 0.3 -0.1 -0.120
I 2.062 -7.166 -0.498 -0.2 0.4 -0.1 0.164
C 2.835 -4.267 -1.026 -0.7 0.2 0.1 -0.230
C 2.614 -2.934 -1.212 0.1 0.1 0.0 -0.163
C 1.299 -2.380 -1.233 0.5 0.0 0.0 0.076
N 1.167 -1.034 -1.384 -0.8 -0.2 0.1 -0.335
H 1.411 1.275 0.077 -0.1 0.5 0.0 0.250
H 2.008 1.633 -1.521 -0.3 0.3 0.1 0.260
H 1.069 2.930 -0.627 -0.2 -0.2 -0.2 0.260
H -2.193 -1.040 -1.246 0.3 -0.1 0.0 0.223
H -0.406 -5.313 -0.769 0.0 0.5 0.0 0.243
H 3.861 -4.626 -1.008 -0.3 -0.2 0.0 0.236
H 3.454 -2.250 -1.336 -0.3 -0.1 0.0 0.234
C -3.484 0.870 -3.814 -0.3 -0.2 0.0 -0.644
C -3.169 1.968 -4.807 0.2 0.1 0.7 -0.082
O -3.384 1.544 -6.169 -0.1 0.0 -0.3 -0.724
S -4.878 1.502 -6.716 0.6 0.0 -0.2 2.386
C -4.478 1.349 -8.426 0.1 0.0 -0.1 -0.887
O -5.492 2.775 -6.488 -0.2 -0.1 0.2 -0.940
O -5.503 0.293 -6.278 -0.2 0.1 0.1 -0.935
H -4.551 0.646 -3.795 0.0 0.0 0.0 0.221
H -3.181 1.170 -2.810 0.1 0.1 -0.1 0.227
H -2.964 -0.052 -4.082 0.1 0.1 0.0 0.212
H -3.746 2.870 -4.597 -0.1 -0.1 -0.2 0.196
H -2.116 2.232 -4.733 0.0 -0.1 -0.3 0.214
H -3.954 2.246 -8.745 0.0 0.0 0.0 0.250
H -5.413 1.243 -8.973 0.0 0.0 0.1 0.251
H -3.861 0.465 -8.563 0.0 0.0 0.0 0.251
C 4.363 -4.401 4.155 0.0 0.2 -0.2 -0.640
C 2.911 -4.674 4.495 0.5 -0.5 -0.1 -0.078
O 2.158 -3.460 4.665 -0.2 0.2 -0.1 -0.720
S 1.690 -2.681 3.355 -0.2 0.2 0.7 2.383
C 0.530 -1.610 4.138 0.0 0.0 0.1 -0.886
O 0.993 -3.594 2.501 0.2 0.0 -0.3 -0.945
O 2.781 -1.900 2.860 0.0 -0.1 -0.3 -0.934
H 4.458 -3.957 3.164 0.0 0.0 0.0 0.224
H 4.936 -5.328 4.169 -0.1 0.0 0.1 0.217
H 4.799 -3.701 4.868 0.0 -0.1 0.0 0.219
H 2.439 -5.309 3.741 -0.1 0.2 0.0 0.200
H 2.850 -5.202 5.445 -0.2 0.2 0.1 0.196
H -0.271 -2.210 4.561 0.0 0.0 0.0 0.252
H 0.138 -0.939 3.376 0.1 0.0 -0.1 0.253
H 1.043 -1.042 4.909 0.0 0.0 0.0 0.260
C -1.109 2.994 2.628 0.1 -0.2 0.2 -0.649
C -0.400 4.278 2.252 -0.4 -0.4 -0.5 -0.075
O 0.094 4.984 3.405 0.2 0.1 0.1 -0.722
S 1.437 4.455 4.080 -0.3 0.5 0.1 2.385
C 1.751 5.869 5.083 0.0 0.1 0.0 -0.887
O 2.450 4.355 3.072 0.0 -0.3 0.0 -0.939
O 1.128 3.345 4.926 0.2 -0.2 -0.1 -0.936
H -0.409 2.264 3.035 0.0 0.0 0.0 0.215
H -1.588 2.552 1.753 0.0 0.1 -0.1 0.241
H -1.864 3.177 3.393 0.0 0.1 -0.1 0.217
H 0.413 4.091 1.548 0.1 0.1 0.2 0.191
H -1.100 4.952 1.761 0.1 0.2 0.2 0.200
H 1.930 6.725 4.437 0.0 0.0 0.0 0.252
H 2.633 5.656 5.682 0.0 -0.1 0.0 0.254
H 0.892 6.039 5.727 0.0 0.0 0.0 0.254

***

53
Properties=species:S:1:pos:R:3:forces:R:3:mulliken_charge:R:1 method="wB97M-V/def2-TZVPD" e_above_lowest_kcal_mol=71.4 homo_ev="-14.21 / -14.22" total_charge=+2 e_tot_ev=-92650.0721 spin_multiplicity=1 lumo_energy_ev="-9.0 / -8.8" orbital_gap_ev="5.244 / 5.395"
C -2.518 0.930 -0.721 0.4 -1.9 0.0 -0.798
H -2.998 0.317 0.094 -0.4 1.2 -0.4 0.363
H -2.513 1.997 -0.524 -0.4 -0.2 -0.2 0.478
H -1.245 -1.678 0.620 -1.5 -2.0 -1.2 -0.082
C -3.036 0.307 -2.060 0.8 0.3 0.4 -0.421
H -2.431 0.621 -2.923 -0.3 0.4 0.2 0.320
H -2.872 -0.792 -2.056 -0.3 0.5 0.3 0.359
C -4.504 0.670 -2.185 0.4 0.4 -0.2 -1.189
H -4.856 0.432 -3.189 -0.3 0.1 0.2 0.368
H -5.063 0.135 -1.419 -0.2 0.1 -0.2 0.340
H -4.583 1.759 -1.994 -0.3 -0.5 -0.3 0.303
C 2.304 1.297 -0.149 0.5 0.0 0.4 1.493
C 1.607 1.549 -1.355 0.1 0.1 -0.7 0.170
C 0.555 2.457 -1.078 -0.2 0.0 -0.9 0.699
C 0.577 2.731 0.325 -0.2 0.4 0.8 0.458
C 1.673 2.039 0.885 0.3 -0.1 0.6 0.197
C 2.133 2.090 2.296 -0.2 0.2 0.0 -1.192
C -0.371 3.617 1.046 0.1 -0.2 0.1 -1.674
C -0.349 3.099 -2.068 0.3 -0.1 -0.1 -1.123
C 2.042 1.102 -2.705 -0.1 -0.1 -0.1 -1.797
C 3.553 0.506 0.005 -0.2 0.0 -0.4 -1.540
In -0.878 -0.282 -0.111 0.0 0.9 0.1 0.527
H -0.371 3.391 2.114 -0.1 0.1 -0.1 0.442
H -0.086 4.670 0.926 0.0 -0.1 0.0 0.366
H -1.387 3.504 0.659 0.1 0.1 0.0 0.285
H 1.425 2.658 2.899 0.2 -0.1 0.1 0.391
H 2.237 1.089 2.726 0.1 0.1 -0.1 0.288
H 3.112 2.584 2.366 -0.1 -0.1 0.0 0.367
H 3.802 -0.008 -0.926 0.1 0.1 0.2 0.450
H 4.390 1.174 0.256 -0.2 -0.1 0.0 0.392
H 3.463 -0.231 0.809 0.0 0.2 0.1 0.334
H 1.251 1.250 -3.444 0.2 -0.1 0.1 0.426
H 2.910 1.701 -3.022 -0.1 -0.2 0.0 0.360
H 2.346 0.049 -2.716 0.0 0.2 0.0 0.406
H -1.400 2.919 -1.837 0.1 0.1 0.0 0.176
H -0.185 4.184 -2.075 -0.1 -0.1 0.0 0.363
H -0.148 2.719 -3.071 -0.1 0.2 0.1 0.371
C 1.752 -2.817 -0.301 0.5 -0.2 -0.2 -0.676
N 0.821 -3.466 0.610 -0.1 0.7 1.1 0.282
C 0.516 -4.816 0.696 0.0 0.4 -0.2 -0.356
C -0.390 -4.952 1.705 0.7 0.5 -0.7 -0.536
N -0.603 -3.697 2.248 1.0 0.1 -0.8 0.230
C -1.444 -3.460 3.405 -0.3 -0.1 0.5 -0.815
C 0.183 -2.794 1.596 -0.5 -1.0 0.4 -0.361
Se 0.408 -0.977 2.068 1.4 0.4 0.9 -0.148
H 1.231 -2.278 -1.111 0.0 -0.2 0.3 0.155
H 2.349 -3.613 -0.754 0.0 0.3 0.0 0.368
H 2.407 -2.111 0.244 -0.4 -0.5 -0.2 0.225
H 1.018 -5.513 0.030 -0.4 0.0 0.3 0.448
H -0.862 -5.836 2.063 -0.3 -0.3 0.3 0.518
H -2.472 -3.785 3.213 0.2 0.1 -0.2 0.353
H -1.065 -4.042 4.252 0.0 0.3 -0.2 0.372
H -1.430 -2.398 3.640 0.0 -0.1 0.0 0.263